Here is a cluster of 6 separate species, C37H85N2O8S in total from the Open Molecules 2025 dataset. Energies are from ωB97M-V with the def2-TZVPD basis set.

Properties
Charge: +1
Energy relative to the best compared isomer or geometry (same formula, charge and spin): 0.0 kcal/mol
LUMO: -3.18 eV
Orbital gap: 7.78 eV
HOMO level: -10.96 eV
E: -2569.98638 hartree

Bonds (Å) are listed after each position.
Geometry (Å):
1 C 1.7006 -0.9313 1.2424  C2 1.537, H24 1.091, H25 1.093, H26 1.094
2 C 0.3323 -0.7452 0.5683  C1 1.537, C3 1.530, H27 1.098, H28 1.096
3 C -0.1309 0.7116 0.5095  C2 1.530, C4 1.530, H29 1.088, H30 1.096
4 C -1.6327 0.9104 0.2941  C3 1.530, N5 1.535, H31 1.092, H32 1.089
5 N -2.1452 1.1635 -1.1303  C4 1.535, S6 1.799, C7 1.506, C20 1.551
6 S -3.8838 0.7021 -1.1164  N5 1.799, H33 1.341
7 C -1.3489 0.3683 -2.1308  N5 1.506, C8 1.546, H34 1.089, H35 1.090
8 C -1.8686 0.4302 -3.5856  C7 1.546, C9 1.539, C13 1.532, O18 1.435
9 C -0.6639 0.4079 -4.5434  C8 1.539, C10 1.528, H36 1.099, H37 1.097
10 C 0.4186 -0.6544 -4.3591  C9 1.528, C11 1.529, H38 1.101, H39 1.096
11 C 1.5453 -0.5315 -5.3849  C10 1.529, N12 1.453, H40 1.095, H41 1.096
12 N 2.2558 0.7359 -5.4068  C11 1.453, H42 1.013, H43 1.013
13 C -2.8806 -0.6593 -3.9546  C8 1.532, C14 1.540, H44 1.096, H45 1.090
14 C -2.4785 -2.1097 -3.6281  C13 1.540, C15 1.526, H46 1.094, H47 1.096
15 C -2.3599 -3.0013 -4.8609  C14 1.526, C16 1.543, H48 1.095, H49 1.097
16 C -1.6880 -4.3636 -4.5919  C15 1.543, O17 1.427, H50 1.096, H51 1.093
17 O -1.7412 -4.7372 -3.2160  C16 1.427, H52 0.964
18 O -2.6032 1.6504 -3.7573  C8 1.435, C19 1.401
19 C -2.1235 2.7767 -3.0771  O18 1.401, C20 1.545, H53 1.093, H54 1.097
20 C -2.1744 2.6600 -1.5378  N5 1.551, C19 1.545, C21 1.533, H55 1.094
21 C -1.1456 3.5919 -0.8881  C20 1.533, C22 1.509, H56 1.103, H57 1.092
22 C 0.3294 3.4501 -1.1745  C21 1.509, O23 1.176, H58 1.106
23 O 1.1289 3.8355 -0.4033  C22 1.176
24 H 2.5009 -1.0451 0.5091  C1 1.091
25 H 1.6809 -1.8348 1.8577  C1 1.093
26 H 1.9308 -0.0945 1.9080  C1 1.094
27 H -0.4229 -1.3280 1.1117  C2 1.098
28 H 0.3800 -1.1741 -0.4397  C2 1.096
29 H 0.4668 1.2456 -0.2255  C3 1.088
30 H 0.0989 1.2015 1.4626  C3 1.096
31 H -2.1670 0.0170 0.6227  C4 1.092
32 H -2.0274 1.7431 0.8752  C4 1.089
33 H -3.5849 -0.6035 -1.0450  S6 1.341
34 H -0.3424 0.7810 -2.0715  C7 1.089
35 H -1.3024 -0.6585 -1.7673  C7 1.090
36 H -0.1875 1.3975 -4.5126  C9 1.099
37 H -1.0831 0.3037 -5.5521  C9 1.097
38 H 0.8584 -0.6123 -3.3506  C10 1.101
39 H -0.0186 -1.6534 -4.4715  C10 1.096
40 H 2.2639 -1.3372 -5.2038  C11 1.095
41 H 1.1292 -0.7018 -6.3843  C11 1.096
42 H 2.3507 1.1418 -4.4834  N12 1.013
43 H 1.8300 1.4240 -6.0157  N12 1.013
44 H -3.0548 -0.5488 -5.0310  C13 1.096
45 H -3.8317 -0.4006 -3.4892  C13 1.090
46 H -3.2169 -2.5401 -2.9452  C14 1.094
47 H -1.5315 -2.1484 -3.0775  C14 1.096
48 H -3.3603 -3.1628 -5.2751  C15 1.095
49 H -1.7934 -2.4675 -5.6341  C15 1.097
50 H -0.6503 -4.3486 -4.9433  C16 1.096
51 H -2.2043 -5.1454 -5.1540  C16 1.093
52 H -0.8539 -4.7393 -2.8395  O17 0.964
53 H -2.7813 3.6065 -3.3466  C19 1.093
54 H -1.1134 3.0509 -3.4054  C19 1.097
55 H -3.1489 3.0143 -1.1896  C20 1.094
56 H -1.4276 4.5938 -1.2521  C21 1.103
57 H -1.2446 3.6424 0.1983  C21 1.092
58 H 0.6480 2.9726 -2.1200  C22 1.106
59 C 1.2937 -4.4650 6.4662  C60 1.517, H64 1.091, H65 1.090, H66 1.091
60 C 1.7455 -3.5797 5.3198  C59 1.517, O61 1.420, H67 1.090, H68 1.096
61 O 0.9708 -3.7089 4.1367  C60 1.420, C62 1.415
62 C -0.4004 -3.3804 4.2516  O61 1.415, C63 1.519, H69 1.096, H70 1.092
63 C -0.6626 -1.9447 4.6734  C62 1.519, H71 1.090, H72 1.092, H73 1.094
64 H 1.2810 -5.5120 6.1612  C59 1.091
65 H 1.9846 -4.3572 7.3030  C59 1.090
66 H 0.2989 -4.1999 6.8268  C59 1.091
67 H 2.7525 -3.8569 5.0071  C60 1.090
68 H 1.7893 -2.5326 5.6406  C60 1.096
69 H -0.9140 -4.0712 4.9301  C62 1.096
70 H -0.8123 -3.5510 3.2543  C62 1.092
71 H -0.2804 -1.7294 5.6709  C63 1.090
72 H -1.7362 -1.7458 4.6848  C63 1.092
73 H -0.1778 -1.2602 3.9713  C63 1.094
74 C -5.2064 8.1412 -2.5036  C75 1.517, H79 1.090, H80 1.090, H81 1.090
75 C -4.3763 7.1770 -1.6779  C74 1.517, O76 1.424, H82 1.091, H83 1.095
76 O -3.2458 6.6473 -2.3619  C75 1.424, C77 1.423
77 C -2.2936 7.6009 -2.8185  O76 1.423, C78 1.517, H84 1.094, H85 1.091
78 C -1.6708 8.4369 -1.7160  C77 1.517, H86 1.090, H87 1.090, H88 1.092
79 H -5.5402 7.6705 -3.4289  C74 1.090
80 H -6.0854 8.4429 -1.9334  C74 1.090
81 H -4.6556 9.0472 -2.7568  C74 1.090
82 H -4.9727 6.3003 -1.4212  C75 1.091
83 H -4.0693 7.6461 -0.7371  C75 1.095
84 H -2.7361 8.2463 -3.5834  C77 1.094
85 H -1.5258 7.0039 -3.3137  C77 1.091
86 H -2.4026 9.0729 -1.2178  C78 1.090
87 H -0.9073 9.0889 -2.1412  C78 1.090
88 H -1.1990 7.8029 -0.9631  C78 1.092
89 C -4.8605 -3.2450 3.1143  C90 1.520, H94 1.093, H95 1.091, H96 1.091
90 C -4.3634 -3.6679 4.4870  C89 1.520, O91 1.416, H97 1.091, H98 1.095
91 O -4.2462 -2.6033 5.4129  C90 1.416, C92 1.420
92 C -5.4503 -1.9252 5.7402  O91 1.420, C93 1.518, H99 1.097, H100 1.090
93 C -6.5129 -2.8099 6.3660  C92 1.518, H101 1.091, H102 1.091, H103 1.090
94 H -4.2159 -2.4657 2.7007  C89 1.093
95 H -4.8484 -4.1022 2.4398  C89 1.091
96 H -5.8819 -2.8641 3.1450  C89 1.091
97 H -3.3504 -4.0650 4.4044  C90 1.091
98 H -4.9898 -4.4740 4.8829  C90 1.095
99 H -5.8551 -1.4099 4.8608  C92 1.097
100 H -5.1414 -1.1566 6.4487  C92 1.090
101 H -6.8710 -3.5766 5.6782  C93 1.091
102 H -7.3711 -2.2013 6.6530  C93 1.091
103 H -6.1257 -3.3019 7.2586  C93 1.090
104 C 4.0027 3.7077 -2.4288  C105 1.521, H109 1.090, H110 1.091, H111 1.090
105 C 4.0524 2.4353 -1.5973  C104 1.521, O106 1.411, H112 1.097, H113 1.096
106 O 5.0481 1.5112 -1.9805  C105 1.411, C107 1.422
107 C 6.3889 1.9804 -1.9156  O106 1.422, C108 1.518, H114 1.096, H115 1.090
108 C 6.8280 2.4113 -0.5283  C107 1.518, H116 1.091, H117 1.090, H118 1.091
109 H 3.9059 3.4740 -3.4893  C104 1.090
110 H 3.1506 4.3093 -2.1082  C104 1.091
111 H 4.8971 4.3187 -2.3079  C104 1.090
112 H 3.1176 1.8735 -1.7151  C105 1.097
113 H 4.1279 2.6884 -0.5338  C105 1.096
114 H 6.5466 2.7900 -2.6365  C107 1.096
115 H 6.9854 1.1325 -2.2509  C107 1.090
116 H 6.2719 3.2779 -0.1679  C108 1.091
117 H 7.8827 2.6871 -0.5509  C108 1.090
118 H 6.7008 1.5978 0.1870  C108 1.091
119 C 7.5807 -5.0834 4.0542  C120 1.518, H124 1.091, H125 1.091, H126 1.091
120 C 6.8095 -3.7820 4.1838  C119 1.518, O121 1.418, H127 1.090, H128 1.097
121 O 6.5883 -3.1101 2.9545  C120 1.418, C122 1.416
122 C 5.8503 -3.8243 1.9796  O121 1.416, C123 1.519, H129 1.096, H130 1.091
123 C 4.4449 -4.1972 2.4183  C122 1.519, H131 1.091, H132 1.091, H133 1.092
124 H 8.5396 -4.9138 3.5633  C119 1.091
125 H 7.7691 -5.4963 5.0459  C119 1.091
126 H 7.0311 -5.8345 3.4856  C119 1.091
127 H 7.3786 -3.0698 4.7813  C120 1.090
128 H 5.8610 -3.9548 4.7071  C120 1.097
129 H 6.3949 -4.7170 1.6515  C122 1.096
130 H 5.8056 -3.1466 1.1259  C122 1.091
131 H 4.4455 -4.8987 3.2537  C123 1.091
132 H 3.9106 -4.6727 1.5944  C123 1.091
133 H 3.8907 -3.3071 2.7222  C123 1.092